No. 1
A cluster of 20 separate species, H39O20 in total. Source: the Open Molecules 2025 dataset; level of theory: wB97M-V/def2-TZVPD.

Values from the calculation:
ΔE to the lowest compared entry with this formula, charge and spin (kcal per mole): 195.3
E_LUMO (Eh): 0.052
Net charge: -1
E_tot (eV): -41580.333
Multiplicity: 1
F_max (Eh/bohr): 0.140

```
59
Properties=species:S:1:pos:R:3:forces:R:3:mulliken_charge:R:1
O -0.4058 4.8472 2.7208 0.922 -1.948 0.855 -0.67
H -1.9452 5.2905 0.4845 0.104 0.581 0.579 0.28
O -4.2653 -2.2783 -2.3551 4.197 1.847 5.066 -0.53
H -4.9254 -2.5105 -2.8736 -4.803 -1.687 -4.121 0.20
H -4.7014 -1.9058 -1.5540 0.630 -0.400 -0.728 0.32
O 3.2642 -0.2468 2.6273 1.323 2.136 0.366 -0.52
H 2.8439 -1.0168 2.2890 0.052 -0.084 -0.918 0.19
H 3.7235 0.2967 1.9198 -1.210 -1.689 0.998 0.29
O 2.9398 -2.4616 0.6628 1.507 -1.067 -0.580 -0.61
H 2.3397 -2.0415 0.0828 -1.048 1.043 -1.697 0.46
H 0.1480 -1.0422 -0.9008 -0.646 -1.185 -0.467 0.11
O 0.7607 -0.7943 -0.2180 -0.085 -0.403 0.173 -0.46
H -0.9005 3.9757 2.5860 0.523 1.167 -0.029 0.41
H 0.7697 0.1255 -0.4531 0.773 1.620 0.728 0.37
O 1.1077 2.2794 0.4602 1.637 -2.185 1.830 -0.67
H 0.4865 4.4494 2.9290 -1.192 0.905 -0.253 0.30
H 2.4304 -2.2265 1.4011 -0.847 -0.349 2.188 0.37
O -1.7808 -2.9475 -0.8380 -0.246 1.505 2.180 -0.49
H -2.1396 -3.1952 -1.6498 -1.101 -0.616 -2.092 0.19
H -0.9478 -3.3710 -0.7699 1.396 -0.799 -0.086 0.30
O 3.6878 -3.4179 -2.3413 -0.078 -5.291 -4.701 -0.69
H 0.5727 2.0483 1.3001 0.337 0.749 -1.376 0.42
H 0.3970 1.9995 4.6195 -0.832 0.102 -0.081 0.30
O -0.4932 -3.0734 -4.0326 3.299 1.624 0.724 -0.64
H -1.3194 -2.8667 -3.6911 -3.021 0.261 0.484 0.29
H -0.0030 -2.3197 -3.5417 -0.293 -1.875 -1.261 0.34
O -0.4028 -5.5499 -0.2163 -3.944 0.065 -1.083 -0.69
H -1.3120 -5.7080 -0.7631 3.378 0.436 1.782 0.34
H -0.7914 -5.1102 0.5778 0.579 -0.518 -0.629 0.34
O -1.1345 2.5621 1.4979 0.289 -0.047 0.543 -0.78
H -0.8595 3.2617 -3.4859 1.993 1.934 2.001 0.30
H -1.8659 1.9538 1.6558 -0.007 0.681 -0.220 -0.07
O -1.3737 4.6634 0.0552 0.472 -2.458 0.845 -0.87
H -1.1615 3.7476 0.8196 -1.034 1.153 -1.154 0.55
H 0.4846 2.7535 -0.0206 -1.920 1.519 -1.259 0.23
O -1.6066 3.4346 -4.0218 -0.186 -3.857 -0.921 -0.59
H -1.5085 2.4174 -4.1572 -1.786 1.944 -1.136 0.29
H 3.9924 -2.7448 -1.8918 2.993 5.471 3.594 0.32
O 1.2920 2.3104 4.5371 1.061 -1.066 0.211 -0.60
H 3.0169 -3.7683 -1.8136 -1.465 -1.451 1.384 0.34
H 1.7879 1.4650 4.6431 -0.224 0.966 -0.249 0.30
O -2.4656 -0.6563 1.8776 2.513 -4.979 -0.423 -0.63
H -1.8151 -1.4302 1.3965 -2.881 3.888 1.663 0.32
H -2.5130 0.0997 1.3306 0.302 1.043 -1.385 0.30
O 3.6810 2.8338 0.7486 -2.225 -0.605 -0.837 -0.67
H 2.6130 2.7901 0.3979 3.356 -0.607 2.001 0.46
H 3.8985 2.0391 1.2954 -0.857 1.271 -0.847 0.19
O -3.4263 3.1088 -0.5380 0.010 1.771 3.587 -0.75
H -2.6430 3.6926 -0.0302 -1.513 -1.655 -2.792 0.40
H -3.1626 2.7031 -1.3276 1.164 -0.339 -1.525 0.24
O 1.7658 -1.9604 -2.4629 -2.845 2.652 1.679 -0.57
H 2.2895 -2.5329 -2.9333 1.901 -2.002 -2.221 0.44
H 2.1583 -1.9966 -1.5867 -0.509 0.558 -0.295 -0.02
O -2.8375 -0.2151 -3.3993 0.305 0.762 -1.810 -0.57
H -2.9881 -0.7985 -2.6822 -0.244 -0.646 1.218 0.30
H -2.3566 0.5622 -3.1242 0.014 0.047 0.498 0.29
O 1.9233 -1.8407 5.2491 3.227 1.081 1.608 -0.62
H 2.7723 -1.7307 4.7556 -1.172 -0.046 0.489 0.32
H 1.2919 -2.1334 4.6608 -2.046 -0.929 -2.096 0.29
```
Positions in Å, forces in eV/Å.

---

No. 2
A cluster of 2 separate species, H3INP in total. Source: the Open Molecules 2025 dataset; level of theory: wB97M-V/def2-TZVPD.

Values from the calculation:
ΔE to the lowest compared entry with this formula, charge and spin (kcal per mole): 49.1
E_LUMO (Eh): -0.016
E_tot (eV): -18926.271
SMILES string: [H]/N=P\[H].I
Multiplicity: 1
F_max (Eh/bohr): 0.048

```
6
Properties=species:S:1:pos:R:3:forces:R:3:mulliken_charge:R:1
N 1.1575 -1.3047 0.8948 0.555 -0.879 -0.582 -0.41
P -0.2188 -1.0352 0.2670 -1.408 2.035 -0.014 0.13
I -1.3621 3.3904 -1.5122 1.093 -0.074 0.791 -0.11
H 1.5820 -2.2226 0.8806 -0.050 -0.341 0.521 0.24
H -0.0027 3.2983 -0.5263 -1.095 0.053 -0.788 0.11
H -1.1558 -2.1262 -0.0038 0.905 -0.794 0.072 0.04
```
Positions in Å, forces in eV/Å.